(1)
ORCA calculation (wB97M-V/def2-TZVPD) on a cluster of 4 separate species, C18H26ClN3O3 in total.

Last column: natural (NBO) charge in e.
CARTESIAN COORDINATES (ANGSTROEM)
O -0.57317 -2.66457 -1.64981  -0.545
C -0.81792 -2.01192 -2.60199  0.662
O -1.25919 -2.55298 -3.74468  -0.523
C -0.63397 -2.17650 -4.97608  0.116
Cl -1.42607 -3.20665 -6.19913  -0.028
C -0.76187 -0.70896 -5.35417  -0.466
C 0.34696 0.19946 -4.78349  -0.402
C -0.11735 1.65628 -4.63219  -0.416
C -0.78158 1.87295 -3.27859  -0.052
O -1.39887 3.14987 -3.26512  -0.722
H -0.75402 -0.91473 -2.58212  0.107
H 0.41421 -2.48936 -4.96869  0.196
H -0.69697 -0.65756 -6.44459  0.241
H -1.75954 -0.34514 -5.08140  0.224
H 0.70739 -0.15958 -3.81068  0.189
H 1.21327 0.14953 -5.45174  0.219
H 0.73534 2.33705 -4.72128  0.217
H -0.83535 1.91012 -5.42098  0.214
H -1.53346 1.08268 -3.11025  0.140
H -0.01815 1.80502 -2.48716  0.160
H -1.79928 3.29021 -2.39430  0.482
C -0.45359 -1.05873 3.22201  -0.300
C 0.81797 -0.60355 2.78031  -0.317
C 0.87615 -0.80939 1.42690  -0.078
N -0.30697 -1.36982 1.03150  -0.527
C -1.12271 -1.52899 2.12125  -0.101
H -0.83287 -1.04244 4.23030  0.224
H 1.59793 -0.17078 3.38419  0.224
H 1.65822 -0.60464 0.71565  0.212
H -0.53563 -1.61271 0.07758  0.435
H -2.10796 -1.95213 2.02033  0.220
C 5.13441 0.04991 6.34918  -0.309
C 3.92468 0.06952 5.60212  -0.300
C 3.63574 -1.22438 5.25887  -0.083
N 4.62193 -2.02218 5.76997  -0.505
C 5.53909 -1.25508 6.43511  -0.078
H 5.64662 0.89668 6.77441  0.221
H 3.33539 0.93523 5.34831  0.218
H 2.81647 -1.64394 4.70039  0.216
H 4.66664 -3.01936 5.66906  0.411
H 6.39586 -1.70011 6.91114  0.209
C -4.00416 2.89665 1.17869  -0.314
C -4.10717 2.37731 -0.13967  -0.302
C -3.17414 1.37740 -0.25369  -0.100
N -2.51849 1.27405 0.94012  -0.508
C -3.01817 2.19097 1.81821  -0.066
H -4.59128 3.69035 1.60918  0.222
H -4.79307 2.69285 -0.90893  0.220
H -2.93508 0.72425 -1.07599  0.198
H -1.78408 0.61491 1.14144  0.428
H -2.63212 2.26295 2.82048  0.215

Computed properties:
Frontier orbital gap = 8.8 eV
Structure (SMILES) = O=CO[C@@H](Cl)CCCCO.c1cc[nH]c1.c1cc[nH]c1.c1cc[nH]c1
LUMO = 0.471 eV

---

(2)
ORCA calculation (wB97M-V/def2-TZVPD) on the molecule C18H26ClN3O3.

Last column: natural (NBO) charge in e.
CARTESIAN COORDINATES (ANGSTROEM)
C -7.44083 -0.87237 -0.20773  -0.631
C -6.09046 -1.53617 -0.48852  0.105
C -6.27448 -2.98521 -0.92869  -0.615
O -5.28078 -1.55667 0.68171  -0.542
C -4.51031 -0.40552 0.92312  -0.052
C -3.20868 -0.37844 0.11254  -0.429
C -2.32491 0.79835 0.51904  -0.225
N -1.11304 0.82923 -0.26508  -0.624
C -0.75059 1.88092 -1.01607  0.657
O -1.38024 2.91511 -1.10943  -0.633
C 0.58182 1.65092 -1.75006  -0.301
N 1.70168 1.58705 -0.84349  -0.434
C 2.33803 2.78118 -0.33115  -0.210
C 3.36505 2.20839 0.65426  -0.215
N 2.84834 0.88157 0.91055  -0.434
C 3.58937 -0.08588 1.68500  -0.235
C 4.87545 -0.47939 1.00168  -0.058
C 4.82528 -1.22506 -0.17103  -0.203
C 5.98433 -1.56263 -0.84381  -0.213
C 7.20726 -1.14980 -0.33741  -0.043
Cl 8.66326 -1.56989 -1.17041  0.007
C 7.27763 -0.40532 0.82847  -0.244
C 6.10868 -0.07045 1.48960  -0.154
C 1.93055 0.51567 -0.03038  0.799
O 1.38909 -0.57336 -0.11774  -0.695
H -8.04813 -0.86659 -1.10864  0.209
H -7.30496 0.15416 0.12505  0.208
H -7.96314 -1.42151 0.57148  0.210
H -5.57636 -0.97932 -1.28573  0.160
H -5.30781 -3.43779 -1.13208  0.215
H -6.88721 -3.03273 -1.82451  0.206
H -6.75680 -3.54672 -0.13356  0.211
H -4.27194 -0.43952 1.99062  0.184
H -5.08757 0.50823 0.72801  0.161
H -3.43406 -0.30366 -0.95306  0.203
H -2.67445 -1.31586 0.28026  0.205
H -2.07363 0.72279 1.58339  0.187
H -2.84020 1.74650 0.34491  0.229
H -0.49950 0.02140 -0.22326  0.430
H 0.53348 0.70228 -2.29200  0.232
H 0.74753 2.46916 -2.45296  0.227
H 1.60638 3.42707 0.17115  0.196
H 2.80234 3.34628 -1.14308  0.206
H 4.36836 2.15748 0.21008  0.194
H 3.42289 2.78151 1.58336  0.204
H 2.93629 -0.95693 1.78751  0.245
H 3.78931 0.33748 2.67372  0.203
H 3.86724 -1.54238 -0.55486  0.235
H 5.94375 -2.14356 -1.75164  0.228
H 8.23541 -0.09074 1.21202  0.228
H 6.16128 0.51077 2.39887  0.206

Computed properties:
Frontier orbital gap = 9.6 eV
Structure (SMILES) = CC(C)OCCCNC(=O)CN1CCN(Cc2ccc(Cl)cc2)C1=O
LUMO = 0.645 eV

---

(3)
ORCA calculation (wB97M-V/def2-TZVPD) on a structure of composition C18H26FeN3S.

Last column: natural (NBO) charge in e.
CARTESIAN COORDINATES (ANGSTROEM)
Fe 0.82021 -0.29104 0.37993  1.404
C 0.67624 1.14745 2.90659  -0.424
N 0.17476 1.48438 1.55886  -0.544
C 0.72933 2.76448 1.09378  -0.413
C -1.28206 1.47402 1.51088  0.042
C -2.01478 2.26414 2.37642  -0.212
C -3.39916 2.26065 2.33828  -0.231
C -4.03363 1.44220 1.41856  -0.171
C -3.30644 0.65574 0.54041  -0.270
C -1.90448 0.65594 0.54048  0.234
N -1.04604 -0.04770 -0.29223  -0.799
C -1.23878 -0.35155 -1.63313  0.115
C -2.43253 -0.70279 -2.27860  -0.240
C -2.47445 -0.94976 -3.64127  -0.175
C -1.33217 -0.86508 -4.41843  -0.231
C -0.13233 -0.54915 -3.80234  -0.233
C -0.08007 -0.31230 -2.44097  0.145
N 1.18665 0.01293 -1.79746  -0.559
C 1.66013 1.35472 -2.16807  -0.415
C 2.21762 -1.00873 -2.07093  -0.427
H 0.46346 1.93600 3.63409  0.206
H 1.75983 1.00608 2.87246  0.194
H 0.20357 0.22709 3.24733  0.221
H 0.55254 3.56646 1.81626  0.205
H 0.25853 3.03644 0.15131  0.224
H 1.80706 2.67147 0.94084  0.196
H -1.49964 2.90282 3.08545  0.213
H -3.97065 2.87672 3.01817  0.226
H -5.11453 1.40333 1.38380  0.224
H -3.85169 0.02191 -0.13486  0.215
H -3.34224 -0.81699 -1.71745  0.214
H -3.41927 -1.22161 -4.09357  0.225
H -1.37010 -1.05378 -5.48213  0.226
H 0.77343 -0.47728 -4.39406  0.213
H 2.00464 1.38676 -3.20576  0.205
H 2.48881 1.65121 -1.52102  0.197
H 0.84499 2.06591 -2.05084  0.224
H 2.54764 -0.99364 -3.11363  0.206
H 1.81373 -1.99614 -1.85078  0.220
H 3.09237 -0.82722 -1.44065  0.194
C 1.20562 -3.89758 2.08860  -0.697
S 1.75046 -2.26724 1.52819  0.105
C 3.48264 -2.26283 2.06143  -0.714
H 1.79704 -4.66070 1.59039  0.242
H 0.15823 -3.99988 1.81501  0.257
H 1.31648 -3.95812 3.16769  0.241
H 3.52660 -2.37615 3.14139  0.241
H 3.91956 -1.30896 1.77431  0.238
H 4.01286 -3.07259 1.56726  0.241

Computed properties:
Frontier orbital gap (spin up / spin down) = 7.0 / 6.5 eV
Charge = +1
<S²> = 6.015
Multiplicity = 5
LUMO (spin up / spin down) = -2.909 / -3.442 eV

---

(4)
ORCA calculation (wB97M-V/def2-TZVPD) on a structure of composition C18H26IrN4S2Sb2.

Last column: natural (NBO) charge in e.
CARTESIAN COORDINATES (ANGSTROEM)
Ir -0.04858 0.70506 1.37104  0.466
C -2.93309 -1.62490 1.14306  -0.980
Sb -1.22288 -1.12053 0.01861  1.499
C -1.89531 -0.68253 -1.92617  -0.987
C 0.15419 -2.76170 -0.19189  -0.709
C 0.82670 -2.68136 -1.53381  -0.087
C 0.24873 -3.37220 -2.59947  -0.191
C 0.81502 -3.35001 -3.86258  -0.170
C 1.98421 -2.63000 -4.07532  -0.162
C 2.57029 -1.94517 -3.02335  -0.190
C 2.00876 -1.95468 -1.74685  -0.083
C 2.70963 -1.19853 -0.65150  -0.704
Sb 1.86279 0.76648 -0.44653  1.206
C 1.71233 1.42112 -2.44962  -0.963
C 3.29964 2.03822 0.44248  -0.954
H -3.61069 -0.77285 1.15283  0.266
H -2.63565 -1.87997 2.15781  0.260
H -3.41973 -2.47807 0.67071  0.279
H -2.44982 -1.56256 -2.25386  0.284
H -1.05137 -0.52604 -2.59534  0.258
H -2.55990 0.17805 -1.90673  0.263
H -0.49144 -3.63868 -0.11775  0.279
H 0.82182 -2.76434 0.66732  0.247
H -0.64228 -3.96614 -2.42602  0.227
H 0.36244 -3.90983 -4.66951  0.254
H 2.45105 -2.62301 -5.05082  0.254
H 3.50495 -1.42063 -3.18723  0.229
H 3.75410 -1.01551 -0.90601  0.276
H 2.69157 -1.68765 0.32119  0.245
H 2.69675 1.26225 -2.88869  0.280
H 1.47481 2.48237 -2.47209  0.262
H 0.98218 0.83792 -3.00736  0.253
H 4.17490 2.07325 -0.20512  0.276
H 3.58142 1.64630 1.41763  0.260
H 2.88111 3.03703 0.54901  0.263
N 0.12002 -0.76500 4.61991  -0.750
C -0.60469 0.34347 4.45758  0.275
N -0.80787 0.96064 3.28633  -0.653
C -1.64011 2.07450 3.44970  0.158
C -2.04580 2.30000 4.70712  -0.391
S -1.39066 1.11256 5.77586  0.563
C -1.90487 2.78357 2.22337  0.063
C -2.65279 3.86597 1.97431  -0.366
S -2.60281 4.28236 0.30257  0.575
C -1.57306 2.95038 -0.01797  0.266
N -1.26898 2.24921 1.08055  -0.468
N -1.14513 2.68006 -1.25321  -0.771
H 0.59632 -1.21667 3.86020  0.405
H 0.26614 -1.15537 5.53841  0.447
H -2.67476 3.08795 5.08920  0.290
H -3.22956 4.45885 2.66602  0.293
H -1.42817 3.25921 -2.02863  0.446
H -0.62188 1.84715 -1.44939  0.411

Computed properties:
Frontier orbital gap = 5.7 eV
Charge = +3
LUMO = -11.164 eV

---

(5)
ORCA calculation (wB97M-V/def2-TZVPD) on the molecule C18H26N2O4.

Last column: natural (NBO) charge in e.
CARTESIAN COORDINATES (ANGSTROEM)
C -3.25454 -2.23430 5.44675  -0.252
O -3.37125 -2.04835 4.05819  -0.522
C -2.58706 -1.10209 3.44889  0.296
C -1.63500 -0.35342 4.13082  -0.302
C -0.84337 0.57955 3.48522  -0.188
C -0.97710 0.77208 2.12015  -0.137
C -0.15890 1.80978 1.42074  0.679
O -0.26220 2.99744 1.66596  -0.617
N 0.70683 1.34094 0.48954  -0.442
C 0.93517 -0.06533 0.21691  -0.220
C 2.25551 -0.22831 -0.52749  -0.238
N 2.20579 0.49360 -1.78369  -0.444
C 2.51808 -0.16411 -2.93314  0.700
O 2.93323 -1.30661 -2.90934  -0.638
C 2.30620 0.62173 -4.21213  -0.500
C 2.73455 -0.16459 -5.45548  -0.212
C 2.16704 0.48862 -6.71281  -0.599
C 4.25573 -0.25305 -5.53509  -0.608
C 1.60242 1.81096 -1.73119  -0.218
C 1.49147 2.27921 -0.28517  -0.232
C -1.93830 0.04727 1.43258  -0.222
C -2.75353 -0.88444 2.06660  0.251
O -3.62851 -1.50726 1.22925  -0.497
C -4.67256 -2.31780 1.72165  -0.240
H -3.98528 -3.00230 5.69693  0.201
H -3.48962 -1.31883 5.99874  0.179
H -2.25529 -2.58394 5.72559  0.177
H -1.50105 -0.49507 5.19092  0.222
H -0.12028 1.15294 4.04362  0.223
H 0.95982 -0.62525 1.15584  0.223
H 0.12668 -0.47428 -0.40158  0.195
H 2.43266 -1.27875 -0.76917  0.261
H 3.08783 0.13060 0.08763  0.192
H 1.24391 0.87191 -4.28187  0.224
H 2.86577 1.55860 -4.16035  0.219
H 2.33554 -1.17956 -5.36618  0.216
H 2.46758 -0.06905 -7.59634  0.210
H 2.53492 1.50843 -6.81133  0.197
H 1.07973 0.51639 -6.68099  0.203
H 4.69394 0.74061 -5.61582  0.192
H 4.55635 -0.83275 -6.40443  0.208
H 4.64598 -0.74000 -4.64611  0.229
H 0.60032 1.79046 -2.18102  0.192
H 2.21129 2.52888 -2.28937  0.210
H 2.49128 2.39714 0.14964  0.194
H 0.98546 3.24627 -0.23225  0.255
H -2.10143 0.20179 0.37746  0.225
H -5.29753 -1.77952 2.43720  0.180
H -5.26619 -2.57566 0.84452  0.189
H -4.29404 -3.23015 2.18629  0.185

Computed properties:
Frontier orbital gap = 8.9 eV
Structure (SMILES) = COc1ccc(C(=O)N2CCN(C(=O)CC(C)C)CC2)cc1OC
LUMO = 0.619 eV

---

Asked for calculated total energy across the records above, the calculation gives -42221.7753 -42224.7461 -68774.5281 -62606.5667 -30258.1155 eV in order.
Asked for ΔE to the lowest compared entry with this formula, charge and spin across the records above, the calculation gives 86.9 18.4 9.9 2.4 28.6 kcal/mol in order.